No. 1
Here is a single C6H8 molecule from the Open Molecules 2025 dataset. Energies are from ωB97M-V with the def2-TZVPD basis set.

CARTESIAN COORDINATES (ANGSTROEM)
C (-2.015, -2.177, -0.456)
C (0.951, 0.369, 0.375)
C (1.029, 1.799, 0.833)
C (1.703, 1.383, -0.439)
H (1.558, -0.345, 0.925)
C (-1.162, -1.002, -0.354)
H (-1.356, -3.013, -0.214)
C (-0.267, -0.242, -0.089)
H (2.784, 1.289, -0.452)
H (-2.825, -2.151, 0.275)
H (-2.429, -2.359, -1.447)
H (0.122, 2.389, 0.766)
H (1.643, 2.004, 1.704)
H (1.258, 1.693, -1.379)

Computed properties:
* SMILES: CC#CC1CC1
* energy above the lowest of the compared OMol25 structures with the same formula, charge and spin: 1.763 eV
* HOMO-LUMO gap: 10.10 eV
* largest force on an atom: 0.011 Eh/bohr
* lowest unoccupied orbital energy: 0.042 Ha
* molecular weight: 80.13 g/mol

These are the natural (NBO) partial charges, in e, on atoms 1 to 2:
1 C -0.6794
2 C -0.3016



No. 2
Here is C6H8 as an isolated structure at a distorted geometry from the Open Molecules 2025 dataset. Energies are from ωB97M-V with the def2-TZVPD basis set.

CARTESIAN COORDINATES (ANGSTROEM)
C (-0.235, -1.275, -0.408)
H (1.502, 1.729, -1.609)
C (1.556, 0.855, -1.007)
C (-0.610, -0.381, 0.770)
C (0.861, -0.302, -0.432)
H (-0.255, -0.640, 1.749)
H (-0.932, -1.222, -1.240)
C (-1.630, 0.693, 0.597)
H (-2.377, 0.404, -0.143)
H (3.164, -0.150, 0.296)
H (-2.138, 0.881, 1.541)
H (-1.191, 1.638, 0.266)
H (0.032, -2.302, -0.175)
C (2.253, 0.073, -0.206)

Computed properties:
* energy above the lowest of the compared OMol25 structures with the same formula, charge and spin: 2.853 eV
* HOMO-LUMO gap (alpha / beta): 5.38 / 9.71 eV
* 2S+1: 3
* largest force on an atom: 0.124 Eh/bohr
* lowest unoccupied orbital energy (alpha / beta): 0.040 / -0.027 Ha
* molecular weight: 80.13 g/mol

These are the natural (NBO) partial charges, in e, on atoms 1 to 2:
1 C -0.4608
2 H 0.2199



No. 3
Here is an isolated ion of composition C6H8 and charge +1 at a distorted geometry from the Open Molecules 2025 dataset. Energies are from ωB97M-V with the def2-TZVPD basis set.

CARTESIAN COORDINATES (ANGSTROEM)
H (1.267, -0.488, 1.004)
H (0.094, -2.735, 0.066)
H (2.366, -1.920, -1.566)
C (-0.352, 0.297, -0.089)
C (0.448, -1.964, -0.619)
H (-0.196, -1.873, -1.490)
H (-1.968, 2.430, -0.262)
C (-0.495, 1.354, 0.807)
H (0.049, 1.326, 1.750)
H (-1.422, 3.230, 1.280)
C (-1.452, 2.320, 0.689)
C (1.862, -1.674, -0.635)
C (0.720, -0.610, 0.079)
H (-0.920, 0.308, -1.013)

Computed properties:
* energy above the lowest of the compared OMol25 structures with the same formula, charge and spin: 3.365 eV
* HOMO-LUMO gap (alpha / beta): 7.81 / 8.02 eV
* 2S+1: 2
* total charge: +1
* largest force on an atom: 0.072 Eh/bohr
* lowest unoccupied orbital energy (alpha / beta): -0.242 / -0.242 Ha
* molecular weight: 80.13 g/mol

These are the natural (NBO) partial charges, in e, on atoms 1 to 2:
1 H 0.2802
2 H 0.2653



No. 4
Here is C6H80NO34 as an isolated structure at a distorted geometry from the Open Molecules 2025 dataset. Energies are from ωB97M-V with the def2-TZVPD basis set.

CARTESIAN COORDINATES (ANGSTROEM)
O (-1.176, 2.931, -5.522)
O (-0.047, 0.854, -2.010)
H (-3.463, 0.314, 2.632)
H (-2.972, 4.371, -1.405)
O (2.359, 1.440, -4.307)
H (-3.345, 3.755, -2.695)
O (2.820, 2.983, -0.619)
H (0.333, 1.827, 3.021)
H (1.773, 2.058, 2.779)
O (-0.275, -2.247, 3.016)
H (2.015, 0.070, 0.162)
H (-1.346, 2.070, -5.571)
H (-2.717, 2.363, 1.801)
O (-3.017, 4.194, -0.507)
H (-0.823, -2.346, 1.069)
H (0.314, 5.292, -0.632)
H (1.116, -3.517, 3.423)
H (0.719, -5.746, 4.588)
O (1.558, 5.285, -3.385)
H (-4.688, -5.009, 4.340)
H (4.134, 0.723, 0.250)
O (1.726, -3.211, 6.342)
H (1.337, -2.423, 6.190)
H (0.845, 3.446, -5.972)
H (4.683, -0.214, -1.826)
H (-3.397, 3.295, -0.382)
H (-1.100, 1.852, 1.174)
H (2.794, -3.991, -1.389)
H (1.968, -3.935, 4.430)
O (-0.221, 2.027, 0.873)
H (4.581, 1.274, -1.976)
O (1.194, -0.801, -4.941)
H (1.143, 6.075, -3.003)
C (-1.340, -3.045, 3.559)
H (-0.975, -3.186, 4.534)
O (1.858, -4.052, 3.472)
H (3.981, -3.018, 0.803)
O (-3.779, -0.633, 2.419)
H (3.170, -0.203, 4.000)
H (2.094, 0.555, -2.331)
H (1.988, 3.196, -1.047)
O (1.789, -4.359, -2.244)
H (3.550, -2.985, -4.707)
H (-1.619, 5.468, -3.623)
C (-0.432, -1.473, 1.819)
H (-0.019, 2.506, -3.419)
C (1.146, 0.054, -2.362)
H (0.566, 0.549, 0.228)
H (-1.220, 0.969, -3.807)
H (-1.554, 0.567, 5.352)
H (-2.967, -2.583, -1.158)
H (2.043, -3.898, -2.978)
H (-1.549, -0.111, -6.648)
O (1.214, 1.756, 3.311)
O (-4.062, -4.359, 4.120)
H (1.348, 0.132, -4.730)
H (-0.790, 4.726, -4.709)
O (3.163, -2.551, -3.984)
H (1.968, 2.322, -4.325)
H (-4.085, -0.735, -4.871)
H (-1.052, -0.527, 2.063)
H (-3.699, 1.732, 4.357)
O (-3.488, -0.436, -4.188)
H (-2.204, -2.359, 3.692)
H (2.492, 2.674, 0.152)
H (-0.034, -1.200, -1.279)
H (-3.374, -4.341, 4.777)
H (1.982, 0.506, 4.039)
H (-1.974, -0.068, -4.999)
H (1.563, -0.660, 2.065)
H (-0.743, -6.133, 3.950)
H (2.584, -3.178, 6.295)
H (-2.787, -2.472, 6.218)
O (-3.111, 1.881, 3.563)
H (-3.333, 5.092, -3.387)
O (2.870, -3.977, -0.446)
H (0.042, -0.723, -5.104)
H (4.669, -3.703, 1.892)
H (-0.472, 1.526, 5.247)
H (-3.453, -1.024, -3.529)
H (1.651, -1.727, -1.082)
H (1.961, 4.220, -6.486)
H (-0.344, 2.713, 0.242)
O (4.772, 0.563, -1.316)
H (-3.854, -3.351, 6.733)
O (-0.874, 0.996, 4.631)
H (-1.594, -3.898, 3.108)
O (-1.162, 0.078, -5.698)
O (1.687, 3.906, -5.665)
H (-2.338, -0.146, 6.586)
O (0.240, -5.786, 3.780)
H (-1.561, 3.292, -6.276)
H (1.521, -2.080, 1.076)
H (2.489, -5.030, -2.243)
O (-2.502, 2.208, 0.876)
O (-2.468, -1.863, -1.774)
H (-1.714, -2.427, -2.026)
O (3.557, 0.640, 0.956)
H (2.552, -1.851, -4.262)
C (0.883, -0.967, -1.269)
O (-0.980, 5.558, -4.503)
O (-2.935, -3.439, 6.536)
N (1.170, -0.345, 0.028)
H (3.130, 1.578, -3.880)
O (-3.084, 4.679, -2.489)
O (4.688, -2.828, 1.334)
H (4.105, 0.233, 1.600)
H (-3.614, -0.734, 1.545)
H (-3.450, -0.744, 5.693)
O (-2.599, -0.917, 5.903)
H (-2.808, 1.352, 0.576)
H (-1.419, 2.295, -2.558)
H (-2.262, 1.289, 3.871)
H (-0.913, 4.337, -0.425)
H (2.400, -4.624, -0.163)
H (0.910, 4.965, -4.078)
O (2.620, 0.099, 4.660)
C (1.014, -1.197, 1.219)
O (0.053, 4.322, -0.430)
C (-0.669, 1.756, -2.992)
H (0.945, -0.405, -3.336)

Computed properties:
* energy above the lowest of the compared OMol25 structures with the same formula, charge and spin: 0.000 eV
* HOMO-LUMO gap: 8.70 eV
* total charge: +1
* largest force on an atom: 0.217 Eh/bohr
* lowest unoccupied orbital energy: -0.101 Ha
* molecular weight: 710.68 g/mol

These are the Mulliken partial charges, in e, on atoms 1 to 2:
1 O -0.3974
2 O 0.1284



No. 5
Here is C6H8AgLiO6 as an isolated structure at a distorted geometry from the Open Molecules 2025 dataset. Energies are from ωB97M-V with the def2-TZVPD basis set.

CARTESIAN COORDINATES (ANGSTROEM)
C (-2.990, -0.888, -0.024)
C (-1.349, 0.727, -0.511)
Ag (0.175, 1.954, -2.128)
H (2.939, -1.856, -0.333)
C (2.795, -0.807, -0.636)
H (3.573, 1.100, 0.010)
H (-4.267, 0.737, 0.734)
C (-3.225, 0.399, 0.755)
H (-3.793, -1.111, -0.738)
Li (-0.093, -1.470, -0.196)
H (3.382, -0.644, -1.554)
C (3.246, 0.157, 0.479)
O (-0.206, 0.336, 0.743)
C (1.054, 0.676, 0.354)
O (2.071, 0.349, 1.252)
O (-1.794, -0.600, -0.774)
O (-2.431, 1.352, 0.035)
H (4.016, -0.274, 1.129)
O (1.431, -0.518, -0.807)
O (1.171, 1.819, -0.206)
H (-2.869, 0.321, 1.791)
H (-2.837, -1.759, 0.627)

Computed properties:
* energy above the lowest of the compared OMol25 structures with the same formula, charge and spin: 1.009 eV
* HOMO-LUMO gap: 7.29 eV
* largest force on an atom: 0.041 Eh/bohr
* lowest unoccupied orbital energy: -0.015 Ha
* molecular weight: 290.93 g/mol

These are the natural (NBO) partial charges, in e, on atoms 1 to 2:
1 C -0.1205
2 C 0.3572



No. 6
Here is C6H8AgO6 as an isolated structure at a distorted geometry from the Open Molecules 2025 dataset. Energies are from ωB97M-V with the def2-TZVPD basis set.

CARTESIAN COORDINATES (ANGSTROEM)
H (0.024, 1.123, -0.369)
Ag (6.276, 0.334, -1.178)
C (-3.664, 0.589, 1.060)
H (-4.794, 1.828, 1.914)
C (1.751, -0.147, -0.574)
H (2.226, -1.034, -0.132)
C (-1.966, -0.806, 0.255)
O (-3.850, 1.706, 1.748)
H (0.659, -0.331, -1.641)
O (4.321, -0.458, -1.413)
H (-2.430, -1.704, 0.681)
O (-4.534, -0.102, 0.589)
H (-0.199, -1.970, 0.003)
C (0.331, 0.073, -0.444)
O (2.537, 0.862, -0.859)
C (-0.458, -0.949, 0.316)
O (-2.363, 0.337, 1.010)
H (-0.111, -0.830, 1.361)
C (3.906, 0.633, -0.978)
O (4.645, 1.539, -0.565)
H (-2.308, -0.694, -0.783)

Computed properties:
* energy above the lowest of the compared OMol25 structures with the same formula, charge and spin: 0.968 eV
* HOMO-LUMO gap (alpha / beta): 5.94 / 2.16 eV
* 2S+1: 2
* total charge: +2
* largest force on an atom: 0.059 Eh/bohr
* lowest unoccupied orbital energy (alpha / beta): -0.355 / -0.494 Ha
* molecular weight: 283.99 g/mol

These are the natural (NBO) partial charges, in e, on atoms 1 to 2:
1 H 0.3222
2 Ag 1.2709